1.
{
  "formula": "C8H23OSi2",
  "method": "the ωB97M-V functional and the def2-TZVPD basis",
  "de_lowest_kcal_mol": 3.6,
  "total_energy_ha": -972.5778,
  "orbital_gap_ha": 0.414,
  "e_homo_ha": -0.5108,
  "total_charge": 1,
  "multiplicity": 1,
  "symbols": ["C", "C", "C", "C", "C", "C", "C", "C", "O", "Si", "Si", "H", "H", "H", "H", "H", "H", "H", "H", "H", "H", "H", "H", "H", "H", "H", "H", "H", "H", "H", "H", "H", "H", "H"],
  "coordinates": [[3.894119, -0.557236, -1.030538], [-1.146200, 3.052811, -0.052298], [-3.557209, 1.260490, 0.512841], [0.575109, -2.670487, -0.644528], [-2.682413, -2.293706, 0.673212], [3.439371, -0.232248, 0.446299], [2.401346, 0.860401, 0.431519], [1.432605, 1.097954, 1.247406], [-0.824057, 0.040292, -0.060687], [-1.890950, 1.389549, -0.382849], [-1.114776, -1.733690, -0.420235], [4.550509, 0.186475, -1.438922], [2.810343, -0.409635, -1.616304], [4.190522, -1.529266, -1.255919], [-1.008278, 3.474798, 0.932780], [-0.316261, 3.244139, -0.730506], [-1.900332, 3.758056, -0.514648], [-4.282621, 0.680212, -0.009445], [-3.601848, 0.869240, 1.523797], [-3.795902, 2.268413, 0.735458], [1.404489, -2.214644, -0.080655], [0.511473, -3.672586, -0.392419], [0.928233, -2.668690, -1.733201], [-2.583551, -3.351305, 0.576920], [-2.388282, -2.072420, 1.682480], [-3.467143, -1.721137, 0.267284], [3.080522, -1.156241, 0.938096], [4.215348, 0.136355, 1.010182], [2.414029, 1.390679, -0.593020], [0.073736, 0.213435, 0.222184], [0.700769, 1.949184, 1.248844], [1.372421, 0.547469, 2.185532], [-2.015599, 1.208787, -1.883161], [-1.419513, -1.345437, -1.795506]],
  "forces_ev_per_a": [[-4.846, 2.164, -0.060], [-0.820, 0.826, -1.308], [1.677, -0.966, 0.487], [0.210, 2.619, -1.129], [4.313, 0.696, -0.859], [-1.272, -1.289, -1.704], [1.229, -0.139, -4.515], [-2.309, 1.159, 3.135], [-0.969, -1.188, 0.362], [-1.223, 0.524, -0.587], [-0.196, -0.169, -0.694], [0.399, 0.271, -0.107], [2.876, -0.529, 0.890], [0.763, -1.594, 0.049], [0.299, -0.325, 0.328], [0.508, -0.105, 0.361], [0.249, -0.808, 0.389], [-0.758, 0.134, -0.709], [0.677, -0.511, 0.264], [-0.821, 1.208, -0.535], [-0.345, -0.193, 0.024], [-0.253, -2.021, 0.828], [-0.886, 0.354, 1.341], [-0.996, -0.874, -0.324], [-0.359, 0.376, 0.620], [-1.326, 0.033, -0.206], [0.063, 0.510, -0.082], [2.143, 0.632, 1.386], [0.104, -0.222, 1.794], [1.522, 0.666, 0.600], [1.056, -0.801, -0.564], [0.058, -0.140, 0.001], [-0.074, 0.133, 0.803], [-0.689, -0.434, -0.279]]
}

---

2.
{
  "formula": "C23H27BrN4O4",
  "method": "the ωB97M-V functional and the def2-TZVPD basis",
  "de_lowest_kcal_mol": 9.9,
  "total_energy_ha": -3986.6978,
  "orbital_gap_ha": 0.288,
  "e_homo_ha": -0.2905,
  "multiplicity": 1,
  "symbols": ["C", "C", "N", "C", "C", "C", "C", "N", "C", "O", "C", "C", "C", "C", "C", "N", "C", "O", "C", "O", "C", "C", "C", "Br", "C", "C", "C", "N", "C", "C", "O", "C", "H", "H", "H", "H", "H", "H", "H", "H", "H", "H", "H", "H", "H", "H", "H", "H", "H", "H", "H", "H", "H", "H", "H", "H", "H", "H", "H"],
  "coordinates": [[-0.050912, -1.930240, -2.739224], [0.122476, -2.940394, -3.882168], [1.022440, -4.051264, -3.676478], [2.426345, -3.740486, -3.472872], [3.016163, -2.921720, -4.617040], [0.544609, -5.193363, -2.940607], [0.910776, -5.321265, -1.440883], [0.280581, -4.352769, -0.583065], [0.963445, -3.337173, -0.004148], [2.162869, -3.184674, -0.142533], [0.131319, -2.405434, 0.816488], [-0.999238, -2.817677, 1.517299], [-1.708036, -1.901794, 2.274672], [-1.314198, -0.577770, 2.342556], [-0.177817, -0.160782, 1.652712], [0.276103, 1.152922, 1.689021], [-0.244031, 2.229382, 2.307933], [-1.225704, 2.272221, 3.025285], [0.609524, 3.470437, 1.983132], [1.682869, 3.347314, 1.435717], [0.154294, 4.733036, 2.622471], [1.116240, 5.431000, 3.345661], [0.758676, 6.536434, 4.092157], [2.081605, 7.467634, 5.086910], [-0.557111, 6.969069, 4.134603], [-1.505524, 6.303425, 3.384899], [-1.167408, 5.191166, 2.615716], [-2.165392, 4.624394, 1.821730], [-1.981613, 3.881359, 0.702961], [-3.263762, 3.522047, -0.002190], [-0.886485, 3.529203, 0.305017], [0.542023, -1.082802, 0.899110], [-0.554939, -1.042161, -3.113851], [-0.646740, -2.339938, -1.928090], [0.915738, -1.633251, -2.342966], [0.483999, -2.401581, -4.761994], [-0.855601, -3.357402, -4.142742], [2.613795, -3.220959, -2.520389], [2.949216, -4.701012, -3.435335], [2.753383, -3.368219, -5.573023], [2.662659, -1.894445, -4.597667], [4.099234, -2.906549, -4.524615], [-0.543006, -5.234533, -3.044198], [0.959178, -6.091570, -3.420395], [0.621930, -6.326249, -1.114083], [1.986481, -5.201280, -1.305428], [-0.723988, -4.378065, -0.513537], [-1.309738, -3.852297, 1.504170], [-2.579721, -2.223371, 2.825183], [-1.868336, 0.132189, 2.933641], [1.109686, 1.365870, 1.143245], [2.137694, 5.082432, 3.321593], [-0.832396, 7.821569, 4.735687], [-2.528739, 6.650239, 3.395560], [-3.111088, 4.883528, 2.064736], [-3.843681, 2.857219, 0.635656], [-3.031376, 3.009306, -0.930827], [-3.852948, 4.411157, -0.215073], [1.434178, -0.782060, 0.369901]],
  "forces_ev_per_a": [[-0.011, -0.227, -0.258], [-0.069, 0.196, 0.028], [0.009, 0.003, 0.106], [0.037, 0.134, -0.172], [-0.077, -0.183, 0.226], [0.166, -0.178, 0.232], [0.063, -0.098, -0.398], [-0.224, -0.151, 0.015], [-0.195, -0.103, 0.028], [0.200, 0.155, 0.013], [-0.054, 0.301, 0.263], [0.055, -0.051, -0.106], [0.025, -0.037, -0.079], [-0.079, 0.104, 0.096], [-0.262, -0.379, 0.074], [0.528, 0.060, -0.283], [0.160, -0.268, -0.041], [0.118, -0.060, 0.059], [0.495, -0.125, 0.175], [-0.193, 0.096, 0.262], [-0.156, 0.265, 0.058], [-0.109, 0.088, -0.005], [0.107, 0.092, 0.089], [-0.095, -0.074, -0.074], [0.157, -0.085, -0.002], [0.043, -0.159, -0.085], [0.422, 0.188, 0.138], [-0.303, 0.188, 0.141], [-0.628, 0.115, -0.240], [0.152, -0.093, -0.116], [-0.105, 0.126, -0.314], [-0.067, -0.078, 0.021], [-0.057, 0.133, -0.005], [-0.030, 0.018, 0.060], [0.138, 0.101, 0.112], [-0.133, 0.011, -0.017], [0.057, 0.055, -0.080], [0.035, -0.161, -0.047], [0.044, 0.033, 0.097], [-0.016, -0.015, -0.131], [-0.012, 0.138, -0.048], [0.108, 0.070, -0.015], [-0.008, -0.077, -0.040], [-0.116, -0.064, 0.096], [0.104, 0.033, -0.037], [-0.089, -0.116, 0.002], [0.097, 0.141, 0.072], [-0.008, -0.093, -0.003], [-0.058, -0.016, 0.057], [-0.007, 0.026, 0.025], [-0.213, 0.022, 0.178], [0.055, -0.026, 0.011], [-0.019, 0.057, 0.030], [-0.107, 0.055, -0.039], [0.137, -0.118, -0.129], [-0.080, -0.048, 0.045], [0.020, 0.009, 0.017], [-0.077, 0.054, -0.001], [0.123, 0.020, -0.060]]
}

---

3.
{
  "formula": "C11H26CuN4O6S",
  "method": "the ωB97M-V functional and the def2-TZVPD basis",
  "de_lowest_kcal_mol": 52.0,
  "total_energy_ha": -3143.5159,
  "orbital_gap_ha": [0.213, 0.210],
  "e_homo_ha": [-0.2477, -0.2438],
  "multiplicity": 2,
  "symbols": ["O", "H", "Cu", "N", "N", "N", "N", "O", "O", "O", "O", "C", "C", "C", "C", "C", "H", "H", "H", "C", "H", "H", "H", "C", "C", "H", "H", "H", "H", "H", "H", "H", "H", "C", "H", "H", "H", "O", "H", "H", "C", "S", "C", "H", "H", "H", "H", "H", "H"],
  "coordinates": [[-0.561367, 0.609676, -5.105071], [-1.114967, 0.182876, -5.767071], [-0.520367, 0.237276, 0.073129], [-0.219767, 1.761576, 1.251129], [0.859733, 1.139576, -0.971671], [-1.525667, -0.826224, 1.393629], [-0.673667, -1.415824, -0.976371], [-0.927667, 2.118876, 2.405629], [-1.992467, -0.459124, 2.670629], [-0.120967, -1.723624, -2.236171], [1.645833, 0.567676, -1.980571], [1.406633, 2.298476, -0.344471], [0.825733, 2.636776, 0.830629], [-1.769067, -2.031424, 1.025629], [-1.208967, -2.395624, -0.346771], [1.176833, 3.819176, 1.728729], [1.439633, 3.460376, 2.724229], [0.317833, 4.483776, 1.823929], [2.014333, 4.407976, 1.362829], [2.552633, 3.020776, -1.047271], [2.261533, 3.265876, -2.069271], [3.427133, 2.371076, -1.092571], [2.849533, 3.945776, -0.559271], [-2.512667, -3.095024, 1.841229], [-1.341467, -3.837024, -0.852071], [-3.189267, -2.651724, 2.571829], [-1.807067, -3.721824, 2.385829], [-3.127067, -3.736724, 1.210629], [-0.585367, -4.080724, -1.598071], [-2.317367, -3.994324, -1.310371], [-1.215567, -4.563524, -0.049771], [-1.692867, 0.457476, 2.761029], [0.042033, -0.838224, -2.615571], [-1.358967, 0.993676, -4.049971], [-0.932667, 1.766476, -3.426171], [-1.847367, 0.166376, -3.555071], [-2.201367, 1.518876, -4.501071], [-2.579267, 1.352476, -0.070371], [-2.477067, 0.416076, 0.286829], [-1.813567, 1.863076, 0.327329], [3.018233, -1.825024, 0.968729], [1.475333, -0.873224, 0.798729], [1.580133, -0.252624, 2.518729], [3.253733, -2.258124, -0.024871], [2.882933, -2.678424, 1.665129], [3.867233, -1.161024, 1.233729], [0.568633, -0.084224, 2.921129], [1.979933, -1.032324, 3.200229], [2.188333, 0.673876, 2.568729]],
  "forces_ev_per_a": [[1.561, -0.708, -0.838], [0.150, 0.074, 0.112], [1.252, 1.083, -0.500], [2.146, 4.401, 1.480], [4.791, 2.567, -1.829], [-1.199, -1.067, 1.940], [-0.402, -1.667, -1.750], [1.368, -1.545, -2.256], [0.158, -1.755, -1.599], [-1.128, 0.256, 1.482], [-3.198, 1.757, 2.765], [0.324, -3.583, -5.206], [-4.568, -1.216, 4.495], [-0.186, -0.715, -0.124], [-0.419, -0.511, 0.114], [-0.194, -0.599, -0.551], [-0.225, -0.084, 0.042], [-0.095, -0.139, 0.105], [0.012, -0.152, -0.231], [-0.486, -0.546, 0.452], [0.001, -0.211, -0.019], [-0.031, -0.097, -0.125], [-0.180, -0.028, 0.204], [0.068, 0.786, -0.225], [0.525, 0.641, 0.100], [0.257, 0.246, -0.051], [0.132, 0.004, -0.046], [0.228, 0.045, -0.202], [-0.041, 0.345, -0.022], [-0.090, 0.090, 0.042], [-0.129, 0.204, 0.151], [0.513, 1.674, -0.114], [0.729, 0.106, 0.140], [-2.264, 1.157, -0.636], [0.729, -0.479, 0.409], [0.342, -0.380, 0.836], [-0.536, 0.318, 0.194], [0.569, -0.883, 0.251], [-1.019, 2.098, -0.421], [-1.519, -0.347, -0.165], [0.463, -0.572, -1.071], [2.469, -1.117, 2.585], [-0.447, -0.182, 0.665], [-0.137, 0.266, 0.482], [0.165, 0.727, -0.201], [-0.621, -0.445, 0.078], [0.435, 0.388, -0.358], [0.138, 0.389, -0.625], [-0.412, -0.592, 0.036]]
}